[1]
{"formula": "C33H45N6O2SSbSeTc", "method": "the ωB97M-V functional and the def2-TZVPD basis", "e_tot_ha": -4883.602269, "total_charge": 2, "homo_lumo_gap_ev": [5.33, 5.74], "multiplicity": 4, "de_lowest_kcal_mol": 39.47, "lumo_ha": [-0.271, -0.256], "e_homo_ev": [-12.7, -12.7], "symbols": ["Sb", "Tc", "Se", "S", "O", "O", "N", "N", "N", "N", "N", "N", "C", "C", "C", "C", "C", "C", "C", "C", "C", "C", "C", "C", "C", "C", "C", "C", "C", "C", "C", "C", "C", "C", "C", "C", "C", "C", "C", "C", "C", "C", "C", "C", "C", "H", "H", "H", "H", "H", "H", "H", "H", "H", "H", "H", "H", "H", "H", "H", "H", "H", "H", "H", "H", "H", "H", "H", "H", "H", "H", "H", "H", "H", "H", "H", "H", "H", "H", "H", "H", "H", "H", "H", "H", "H", "H", "H", "H", "H"], "coordinates": [[0.322, -3.970, -0.813], [-0.770, -1.999, 0.866], [0.365, -0.034, 1.559], [-0.893, -1.002, -2.149], [-0.788, -2.290, -2.788], [0.342, -0.482, -1.599], [-2.597, -2.952, 0.334], [-3.702, -2.314, -1.669], [-3.950, 2.810, -5.393], [2.356, 1.384, 0.080], [0.406, 2.397, 0.045], [-1.779, -1.249, -0.793], [-1.384, 1.499, -3.159], [-1.728, 0.156, -3.170], [-2.749, -2.174, -0.769], [3.351, 0.345, 0.226], [-0.976, 4.345, 3.798], [4.381, 1.306, 2.408], [-2.775, -0.316, -3.948], [2.289, -4.410, -0.024], [2.568, 2.633, -0.469], [-1.167, 3.756, 1.367], [-3.200, 1.944, -4.690], [-4.595, -4.031, -0.279], [-0.988, 2.693, 0.280], [3.725, 3.296, -0.869], [-0.684, 3.291, 2.738], [-1.057, -2.606, 3.132], [3.314, 2.298, 2.866], [1.057, 1.273, 0.386], [-0.753, -5.744, -0.176], [-0.570, -1.667, 4.089], [3.589, 4.602, -1.291], [1.233, -2.755, 3.274], [0.079, -3.300, 2.594], [-2.111, 2.389, -3.915], [0.818, -1.777, 4.162], [-4.617, -3.238, -1.422], [-3.533, -3.858, 0.591], [2.342, 5.228, -1.358], [3.823, 0.092, 1.664], [1.185, 4.574, -0.983], [1.318, 3.277, -0.505], [0.662, -4.671, -2.820], [-3.505, 0.568, -4.705], [-0.530, 1.810, -2.578], [-0.287, -4.712, -3.350], [2.997, -0.326, 2.250], [3.024, -3.740, -0.457], [-4.686, 2.477, -5.991], [2.248, -3.080, 3.140], [3.701, 2.906, 3.678], [0.067, -4.349, 2.327], [0.228, 5.068, -1.039], [1.454, -1.204, 4.810], [-2.992, -1.370, -3.946], [1.105, -5.662, -2.750], [-0.080, -6.586, -0.296], [-1.076, -5.689, 0.857], [-1.487, 1.763, 0.573], [-0.639, 4.010, 4.775], [-5.364, -4.756, -0.080], [-1.852, 3.436, -3.934], [2.287, 6.252, -1.690], [-1.615, -5.885, -0.822], [2.917, -0.578, -0.174], [0.392, 3.095, 2.706], [4.895, 0.930, 3.293], [-2.044, 4.539, 3.852], [2.433, 1.765, 3.229], [-5.394, -3.322, -2.170], [-0.471, 5.278, 3.563], [2.317, -4.335, 1.056], [-1.181, -1.020, 4.693], [-1.185, 2.356, 3.003], [3.015, 2.977, 2.072], [-0.629, 4.662, 1.085], [4.605, -0.667, 1.602], [-1.430, 3.043, -0.656], [-3.707, 3.785, -5.442], [-2.066, -2.989, 3.169], [-2.226, 4.011, 1.424], [5.126, 1.817, 1.796], [-3.419, -4.449, 1.491], [4.469, 5.162, -1.563], [1.327, -3.992, -3.346], [2.522, -5.426, -0.319], [4.200, 0.631, -0.395], [-4.319, 0.223, -5.322], [4.693, 2.826, -0.824]], "mulliken_charge": [1.0640, -0.3082, 0.2333, 1.5314, -0.7224, -0.5276, 0.1755, -0.3787, -0.4532, 0.6472, 2.2826, -0.0021, -0.1045, -0.8795, 0.3035, -1.0441, -1.5642, -0.7914, -0.5787, -1.3060, 0.7301, -0.8280, 1.1701, -0.9401, -1.1879, -0.9429, 0.5957, -0.5650, -0.6089, -1.1106, -1.3617, -1.0299, -0.8365, -0.6435, 0.2181, -0.8731, -0.7317, -0.3727, -0.0461, -0.8515, 0.2454, -1.1219, 0.7840, -1.2409, -1.0082, 0.5599, 0.3829, -0.3525, 0.4157, 0.1989, 0.4767, 0.4923, 0.8838, 0.4968, 0.4880, 0.4851, 0.4984, 0.5250, 0.3448, 0.3938, 0.4084, 0.4477, 0.3618, 0.4784, 0.4286, -0.0237, -0.1143, 0.4258, 0.3827, 0.0451, 0.5105, 0.3535, 0.3541, 0.4968, 0.0503, 0.1044, 0.3018, 0.5502, 0.2435, 0.1991, 0.5642, 0.5908, 0.2910, 0.4792, 0.4483, 0.4036, 0.4743, 0.6454, 0.3331, 0.4567]}


[2]
{"formula": "C33H46As2FGe2NO6S2SiSn", "method": "the ωB97M-V functional and the def2-TZVPD basis", "e_tot_ha": -11816.854562, "total_charge": -1, "homo_lumo_gap_ev": [6.14, 6.89], "multiplicity": 2, "lumo_ha": [0.080, 0.078], "e_homo_ev": [-3.9, -4.8], "symbols": ["Sn", "As", "As", "Ge", "Ge", "S", "S", "Si", "F", "O", "O", "O", "O", "O", "O", "N", "C", "C", "C", "C", "C", "C", "C", "C", "C", "C", "C", "C", "C", "C", "C", "C", "C", "C", "C", "C", "C", "C", "C", "C", "C", "C", "C", "C", "C", "C", "C", "C", "C", "H", "H", "H", "H", "H", "H", "H", "H", "H", "H", "H", "H", "H", "H", "H", "H", "H", "H", "H", "H", "H", "H", "H", "H", "H", "H", "H", "H", "H", "H", "H", "H", "H", "H", "H", "H", "H", "H", "H", "H", "H", "H", "H", "H", "H", "H"], "coordinates": [[-0.783, 1.009, 1.579], [-2.064, -2.266, -0.146], [2.295, -0.885, 2.164], [2.275, 0.252, -0.921], [2.678, -1.372, -2.703], [-1.344, -1.585, 1.728], [0.316, 0.294, 4.818], [-4.452, 1.620, 1.490], [-0.981, 1.038, -1.179], [3.663, -0.280, 3.051], [-0.731, 0.652, 3.814], [-0.189, 0.447, 6.155], [1.583, 0.930, 4.521], [1.421, 0.447, 1.549], [2.771, -1.921, 0.990], [-3.190, 1.271, 0.386], [0.723, -4.178, 4.093], [5.504, 2.267, 0.988], [-2.151, 1.536, -3.146], [-3.775, 1.507, 3.232], [-2.168, 1.364, -1.787], [4.438, -1.652, -3.548], [-5.152, 3.357, 1.254], [2.134, -3.141, -2.024], [6.324, 0.086, 0.434], [-5.899, 0.396, 1.445], [-0.044, -3.697, 5.142], [5.089, -0.235, -0.109], [-3.941, -1.976, -0.399], [-1.133, -1.687, -1.728], [1.434, -0.944, -4.193], [-0.134, -2.331, 5.361], [1.250, 3.072, -1.204], [2.464, 2.239, -3.075], [-3.350, 1.791, -3.807], [1.390, -3.292, 3.261], [-1.815, -4.175, -0.096], [1.086, 4.291, -1.848], [4.275, 1.939, 0.437], [-3.304, 1.447, -0.950], [1.299, -1.919, 3.473], [0.540, -1.449, 4.531], [1.606, 4.483, -3.118], [-4.496, 1.666, -1.680], [6.537, 1.341, 0.984], [-4.514, 1.842, -3.056], [4.045, 0.686, -0.131], [1.935, 2.019, -1.802], [2.301, 3.451, -3.731], [7.116, -0.654, 0.445], [-4.224, -2.296, -1.403], [7.496, 1.591, 1.420], [4.858, -0.728, -3.942], [-0.571, -4.383, 5.793], [-0.747, -4.380, -0.158], [-2.200, -4.551, 0.850], [-3.314, 0.540, 3.441], [3.024, 1.454, -3.571], [0.833, 2.953, -0.208], [0.976, -1.855, -4.580], [3.332, 0.395, 3.664], [-6.695, 0.725, 2.116], [-1.203, 1.473, -3.666], [5.153, -2.082, -2.850], [5.654, 3.246, 1.428], [-0.900, -2.577, -2.313], [1.473, 5.431, -3.626], [-6.334, 0.269, 0.453], [-5.284, 3.605, 0.201], [-4.585, 1.634, 3.954], [-2.336, -4.640, -0.934], [2.881, -3.515, -1.327], [4.926, -1.238, -0.483], [-4.135, -0.915, -0.259], [-1.769, -1.009, -2.295], [-3.030, 2.275, 3.450], [2.012, -3.847, -2.848], [-4.475, -2.553, 0.354], [0.645, -0.267, -3.869], [0.803, -5.244, 3.919], [2.722, 3.591, -4.719], [1.966, -0.458, -5.011], [0.545, 5.089, -1.356], [-3.365, 1.938, -4.878], [-4.460, 4.088, 1.675], [1.978, -3.642, 2.421], [-5.462, 2.023, -3.546], [4.287, -2.351, -4.372], [-0.717, -1.929, 6.178], [3.479, 2.675, 0.454], [-0.211, -1.178, -1.442], [1.202, -3.063, -1.463], [-5.565, -0.585, 1.790], [-6.114, 3.481, 1.753], [-5.431, 1.712, -1.136]], "mulliken_charge": [1.1624, 0.8243, 0.6829, -0.0550, 1.5600, -0.2096, 1.3116, 0.2220, 0.2571, -0.6134, -0.4026, -0.7907, -0.8080, -0.1043, -0.5854, 0.7878, -0.6887, -0.8000, -0.3713, -1.0812, -0.7369, -1.4358, -1.2080, -1.1884, -0.8817, -1.1077, -0.5618, 0.0946, -0.5855, -0.8286, -0.7874, -0.5751, 0.2701, -0.3343, -0.7175, -0.5682, -1.2656, -0.7476, -0.2271, 0.0789, -0.5204, 0.2714, -0.5868, -0.1524, -0.4259, -1.1788, -0.3526, 0.1864, -0.6952, 0.3790, 0.4415, 0.3533, 0.3862, 0.3989, 0.3375, 0.3860, 0.1709, 0.2943, 0.2577, 0.4881, 0.4222, 0.4549, 0.3448, 0.3879, 0.3883, 0.8323, 0.3567, 0.3329, 0.3812, 0.4873, 0.4164, 0.3963, 0.4741, -0.3194, 0.4375, 0.2510, 0.4625, 0.4035, -0.1334, 0.4020, 0.3921, 0.4277, 0.4054, 0.4204, 0.2858, 0.5505, 0.3635, 0.4304, 0.5226, 0.3338, -0.6272, 0.0180, 0.1940, 0.3674, 0.3134]}